Molecular formula: C8H22Br2CrMnN6O16S
Method: DFT, ωB97M-V with the def2-TZVPD basis set

Computed properties:
Spin multiplicity: 11
Total energy in eV: -260992.031
HOMO energy (alpha / beta) in Eh: -0.3127 / -0.4376
Charge: +1
Gap between HOMO and LUMO (alpha / beta) in hartree: 0.16361 / 0.28633
LUMO energy (alpha / beta) in Eh: -0.1491 / -0.1513

The geometry in XYZ format:
```
57
Properties=species:S:1:pos:R:3:forces:R:3
Mn -0.306525 -0.795590 1.985522 -0.33 0.05 1.03
Cr 1.634435 -0.230840 -2.874048 0.16 0.28 -1.28
S 0.912035 -0.322090 -0.284938 2.52 -0.71 -3.14
O -0.240215 -1.112780 0.047552 -3.79 -2.32 -1.26
O 0.675245 0.735760 -1.225318 -1.20 2.24 0.64
O 1.296475 0.061480 1.073052 2.29 1.86 1.06
O 1.872835 -1.194050 -1.070158 0.14 -0.02 1.81
Br 3.678245 3.888090 3.545722 0.06 -0.69 -0.52
C 3.557345 2.239670 2.472452 -0.15 -0.23 -1.15
C 4.050385 2.366300 1.014412 -0.37 1.61 0.37
Br 2.710055 3.497190 -0.120278 1.42 -1.28 1.04
H 2.510955 1.934690 2.484552 0.18 0.03 0.11
H 4.178395 1.463340 2.919352 -0.02 0.21 0.36
H 4.311955 1.427640 0.525952 -0.88 -0.10 -0.03
H 4.992305 2.914800 1.020272 -0.26 0.39 -0.20
C -0.685975 0.737930 -5.898458 -0.04 -0.69 -0.85
N -0.117745 1.747800 -5.001648 0.15 -0.40 1.18
O -0.326365 2.908110 -5.212918 -0.07 0.11 -0.24
O 0.464435 1.347570 -3.984688 0.46 0.28 -0.53
H -0.612365 1.140440 -6.908738 -0.23 -0.11 0.15
H -1.709705 0.527610 -5.588868 -0.05 0.46 -0.01
H -0.176655 -0.220870 -5.801508 0.34 0.38 0.09
C 1.332055 -0.233940 6.195832 0.88 0.83 -0.48
N 1.711305 -0.839860 4.837422 -0.29 -2.13 -2.51
O 1.016315 -0.508070 3.832662 -0.08 0.94 2.21
O 2.558285 -1.698450 4.640282 -0.65 1.57 1.88
H 0.445395 -0.709050 6.615602 0.03 -0.05 -0.55
H 1.209315 0.822720 5.958112 -0.57 -0.15 -0.02
H 2.136675 -0.239900 6.931132 0.26 -0.73 -0.47
C 2.982965 -2.786320 0.975842 0.44 -0.52 1.61
N 1.654405 -3.308490 1.491172 -1.61 -0.81 -2.59
O 0.878565 -2.477550 2.011902 1.19 -2.19 0.38
O 1.319135 -4.463320 1.208492 0.91 2.59 1.22
H 3.344975 -3.387650 0.141892 -0.51 0.12 0.12
H 3.595235 -2.985320 1.855392 0.44 -0.01 -0.06
H 2.985145 -1.708530 0.813162 -0.48 -0.47 -0.03
C -4.793335 -0.398900 1.869252 -0.01 1.15 0.95
N -3.580505 -0.786850 1.086912 -1.39 -1.47 0.30
O -2.455545 -0.464630 1.533822 -1.26 -0.47 -0.57
O -3.866245 -1.476340 0.120862 2.05 1.19 1.06
H -5.684835 -0.891660 1.481272 0.41 0.37 -0.34
H -4.798325 0.690770 1.895682 -0.37 0.07 -0.71
H -4.732895 -0.589880 2.940692 0.72 -0.71 -0.12
C -2.040205 -2.624650 -2.260658 1.41 0.34 -0.47
N -1.723965 -1.424060 -3.123638 -1.56 -0.41 -0.32
O -0.601645 -0.983390 -3.141738 0.51 -0.27 0.25
O -2.616565 -0.975160 -3.819528 0.02 -0.13 0.30
H -3.117645 -2.785820 -2.225268 0.43 0.13 0.16
H -1.453345 -2.468980 -1.355418 -0.74 0.23 0.34
H -1.466295 -3.416790 -2.741538 -0.47 -0.26 -0.31
C -1.866815 2.674940 -2.218338 -0.03 -0.71 0.10
N -3.104725 2.470580 -1.424768 -1.97 0.25 1.20
O -4.004645 3.308430 -1.523668 1.41 -1.15 -0.12
O -3.172785 1.516160 -0.629068 0.51 0.96 -1.17
H -1.201075 3.203900 -1.536368 0.05 0.22 -0.37
H -2.127655 3.188910 -3.143488 0.12 0.21 0.41
H -1.430285 1.694970 -2.411208 -0.07 0.11 0.11
```
Positions in Å, forces in eV/Å.

Atom charges from the Löwdin analysis, given in e for atoms 1 to 8:
1. Mn 1.04
2. Cr 0.60
3. S 0.27
4. O -0.38
5. O -0.36
6. O -0.36
7. O -0.42
8. Br 0.60


Molecular formula: C4H7ClN2
Method: DFT, ωB97M-V with the def2-TZVPD basis set

Computed properties:
SMILES string: N#CCCCNCl
Total energy in eV: -19761.857
HOMO energy in Eh: -0.3601
ΔE to the lowest compared entry with this formula, charge and spin in eV: 2.876
Gap between HOMO and LUMO in hartree: 0.37967
LUMO energy in Eh: 0.0196

The geometry in XYZ format:
```
14
Properties=species:S:1:pos:R:3:forces:R:3
C -1.593218 -1.524619 -0.086907 0.73 -0.92 0.10
C -1.115524 -0.348796 -0.813345 4.35 -0.26 0.35
C -0.623292 0.799664 0.111156 0.45 -5.18 0.13
C 0.710266 0.198928 0.686180 -1.77 0.43 1.22
N -1.889564 -2.526397 0.403461 -0.04 0.79 -0.14
N 1.774380 0.409609 -0.231050 0.28 -0.17 -0.67
Cl 3.321688 -0.072551 0.410949 -0.53 0.36 -0.14
H -0.162654 -0.536078 -1.466588 -1.89 -0.52 1.01
H -1.859802 -0.127441 -1.441022 -2.89 1.38 -2.57
H -0.342446 1.638269 -0.382986 0.19 2.71 -1.74
H -1.453878 0.902587 0.755847 -0.16 0.85 1.51
H 0.778014 0.660262 1.650393 0.92 0.33 0.84
H 0.686106 -0.857546 0.826725 -0.60 -0.83 0.38
H 1.769924 1.384105 -0.422819 0.95 1.04 -0.28
```
Positions in Å, forces in eV/Å.

Atom charges from the Löwdin analysis, given in e for atoms 1 to 8:
1. C -0.23
2. C -0.18
3. C -0.12
4. C -0.35
5. N 0.15
6. N -0.47
7. Cl 0.57
8. H 0.16


Number 2 is which compound?
C4H7ClN2